DFT (ωB97M-V/def2-TZVPD) results for 3 unconnected molecules or ions with the total composition C21H37FN3O6.

For the HOMO-LUMO gap (alpha / beta), the calculation gives 7.32 / 6.39 eV. Its spin multiplicity is 3. As for the LUMO energy (alpha / beta): 1.95 / 1.02 eV. For the strongest force on any atom, the calculation gives 9.7 eV/A. Its HOMO energy (alpha / beta) is -0.197 / -0.197 hartree. As for the total energy: -1537.71378 Ha. Its charge is -1.

The geometry in XYZ format:
```
68
C21H37FN3O6 (ωB97M-V/def2-TZVPD)
O 11.32795 1.70760 -0.23770
C 10.69652 2.53389 -1.07774
F 11.38665 2.97120 -2.34626
N 9.32698 3.13596 -0.83873
C 8.23381 2.06928 -0.77882
O 8.44647 0.77116 -0.47725
C 6.70117 2.62054 -1.15787
O 6.02309 2.05751 -2.16107
O 6.18561 3.77132 -0.36912
H 9.30210 3.76000 0.00365
C -0.44385 0.48863 -3.55436
C 0.06352 -0.16246 -2.23449
C 0.20458 0.94207 -1.15531
C 1.38559 1.87442 -1.41982
C 2.68199 1.09264 -1.60096
C 2.58876 -0.07753 -2.61831
N 1.34952 -0.90578 -2.46019
O 1.54705 -1.75204 -1.35184
C 2.65245 0.45873 -4.07144
C 3.90586 -0.91788 -2.48801
C -1.10702 -1.12425 -1.84710
H -1.51350 0.71296 -3.49815
H 0.03125 1.44394 -3.78190
H -0.30236 -0.18466 -4.40600
H 0.32948 0.48778 -0.16307
H -0.71490 1.53895 -1.10012
H 1.19848 2.49881 -2.29967
H 1.49524 2.56760 -0.57724
H 3.47568 1.78746 -1.89935
H 2.97663 0.70253 -0.61727
H 2.48203 -0.34699 -4.79644
H 3.63932 0.88434 -4.29270
H 1.94447 1.25895 -4.27706
H 4.08721 -1.25753 -1.46228
H 4.78318 -0.32189 -2.76993
H 3.88311 -1.79776 -3.14208
H -1.26961 -1.87451 -2.62927
H -2.04483 -0.57002 -1.72167
H -0.93965 -1.64934 -0.90094
C -6.12274 -0.42526 3.70511
C -5.40223 -0.38671 2.32569
C -5.62962 -1.74125 1.60594
C -4.84262 -2.88482 2.24383
C -3.36024 -2.54598 2.35506
C -3.06449 -1.16575 3.00351
N -3.94348 -0.06617 2.48869
O -3.45086 0.30964 1.22389
C -3.21129 -1.24621 4.54467
C -1.53762 -0.87150 2.80348
C -6.16734 0.74423 1.56355
H -7.20362 -0.29875 3.58961
H -6.00633 -1.37264 4.23332
H -5.77350 0.38351 4.35516
H -5.34104 -1.66124 0.54913
H -6.69667 -1.99842 1.60852
H -5.24597 -3.13070 3.23168
H -4.96281 -3.78985 1.63641
H -2.85661 -3.34085 2.91744
H -2.93423 -2.57603 1.34301
H -3.10787 -0.25446 5.00249
H -2.43292 -1.88336 4.98306
H -4.15328 -1.67880 4.87542
H -1.23462 -0.92271 1.75184
H -0.92138 -1.60913 3.33312
H -1.26895 0.11877 3.19038
H -6.07643 1.70014 2.09183
H -7.23592 0.51093 1.48541
H -5.81541 0.88773 0.53666
```

DFT (ωB97M-V/def2-TZVPD) results for 2 unconnected molecules or ions with the total composition C21H37FN4O4S.

For the HOMO-LUMO gap, the calculation gives 8.36 eV. Its spin multiplicity is 1. As for the LUMO energy: 0.33 eV. For the strongest force on any atom, the calculation gives 3.1 eV/A. Its HOMO energy is -0.295 hartree. As for the total energy: -1840.36889 Ha. The structure (SMILES) is CCN(CCN(CCC(=O)Nc1ccccc1)S(=O)(=O)F)C(C)=O.CCN(CC)CC.

The geometry in XYZ format:
```
68
C21H37FN4O4S (ωB97M-V/def2-TZVPD)
C 1.43952 -0.82566 1.52220
C -0.03834 -0.65959 1.12383
N -0.12902 -0.24026 -0.29791
C -1.53415 -0.53014 -0.71493
C -1.69516 -2.00848 -1.18374
N -2.57076 -2.71034 -0.19842
C -3.91731 -3.03944 -0.75578
C -4.64875 -1.82731 -1.36629
C -5.98653 -1.52251 -0.71434
O -6.64790 -2.31346 -0.08873
N -6.47857 -0.15813 -0.94982
C -6.35941 0.58958 0.26816
C -7.42631 1.21994 0.87981
C -7.21534 1.88406 2.06483
C -5.99057 1.96084 2.67473
C -4.90840 1.36391 2.05501
C -5.12035 0.69695 0.87247
S -1.86230 -4.19666 0.14266
O -0.50492 -4.03751 0.52663
O -2.65289 -4.85720 1.11208
F -1.85642 -5.01453 -1.21410
C 0.10855 1.15018 -0.40703
C 0.03129 1.85969 -1.76411
O 0.41396 1.84517 0.53867
H 1.52341 -1.29016 2.50696
H 1.97056 0.12559 1.44956
H 1.89793 -1.49275 0.78212
H -0.49345 -1.64824 1.23425
H -0.58381 0.01785 1.79286
H -2.14136 -0.40344 0.19256
H -1.87319 0.18590 -1.46802
H -2.10821 -2.01952 -2.19870
H -0.68318 -2.41400 -1.24307
H -3.92430 -3.85847 -1.48254
H -4.52820 -3.38460 0.08542
H -4.87412 -2.07080 -2.41425
H -4.07131 -0.90085 -1.39894
H -7.46364 -0.21680 -1.18996
H -8.40699 1.17710 0.41240
H -8.04600 2.38029 2.56155
H -5.84817 2.47740 3.61763
H -3.89997 1.36886 2.45625
H -4.26946 0.23254 0.38194
H -1.00015 2.04546 -2.07769
H 0.51004 2.83167 -1.63766
H 0.59547 1.31308 -2.52716
C 6.56593 -1.21239 -0.26333
C 5.86532 0.02362 -0.81015
N 5.43005 0.94042 0.22626
C 4.50527 1.95475 -0.25189
C 5.02363 2.95883 -1.28742
C 6.46157 1.40614 1.13702
C 7.68047 2.11923 0.53955
H 5.94662 -1.71441 0.48154
H 6.75707 -1.91716 -1.07398
H 7.52771 -0.96917 0.19085
H 4.98333 -0.31627 -1.36047
H 6.52475 0.51020 -1.54547
H 4.10175 2.50457 0.60279
H 3.64083 1.43861 -0.68471
H 5.69240 3.69397 -0.84187
H 4.18193 3.51363 -1.70923
H 5.53940 2.47141 -2.11554
H 6.82220 0.54644 1.70902
H 6.00327 2.05543 1.88744
H 8.09207 1.58748 -0.31983
H 8.47134 2.17964 1.29072
H 7.45125 3.13984 0.23729
```